No. 1
This record from the OMol25 dataset describes C27H27BF4N4OTi as an isolated structure. The level of theory is wB97M-V/def2-TZVPD.

```
65
C27H27BF4N4OTi (wB97M-V/def2-TZVPD)
Ti -0.24490 -0.43676 0.06321
C -0.96286 -3.30065 -0.90867
N -0.60386 -1.88094 -1.15237
C -0.39079 -1.58721 -2.49563
C 0.39092 -0.52385 -2.75904
C 0.73951 0.21456 -3.94729
C 1.24458 1.45739 -3.81699
C 1.31640 2.14404 -2.52416
N 0.98844 -0.01779 -1.54870
C -2.33474 -3.63583 -1.44738
C -3.45727 -2.91304 -1.04724
C -4.71270 -3.24938 -1.52960
C -4.85794 -4.30235 -2.42523
C -3.74422 -5.01955 -2.83168
C -2.48645 -4.68630 -2.34381
H -0.89141 -3.49942 0.15533
H -0.20870 -3.92101 -1.39424
H -0.82420 -2.23560 -3.24869
H 0.56954 -0.23462 -4.91765
H 1.53108 2.02411 -4.69407
H 2.77264 3.68807 -2.36697
H -3.35523 -2.10039 -0.33930
H -5.58827 -2.70844 -1.19040
H -5.83912 -4.56872 -2.79649
H -3.85050 -5.84469 -3.52402
H -1.61924 -5.25801 -2.65719
O -0.95527 0.55987 1.88623
C -1.56322 1.86771 2.06456
C -0.58988 2.86097 2.66141
C 0.80713 2.76567 2.03534
C 0.84489 2.77258 0.53160
C 0.75741 4.05938 -0.13344
C 1.01658 4.39636 -1.40366
C 1.68685 3.60203 -2.48647
C 1.07702 1.41627 -1.42417
N 0.89813 1.61946 -0.06275
H -0.52799 0.24560 2.69409
H -2.45932 1.75217 2.66894
H -1.85684 2.17078 1.06496
H -0.49181 2.71522 3.73896
H -1.01610 3.85886 2.53068
H 1.30698 1.85817 2.36991
H 1.41022 3.60362 2.38922
H 0.39895 4.85122 0.51756
H 0.78031 5.42084 -1.67368
H 1.46454 4.05754 -3.45010
H 1.90352 -0.44972 -1.38626
F -1.77530 -2.00177 1.62660
B -1.31971 -2.51600 2.78937
F 0.82299 -1.21076 1.26353
F -1.04411 -1.66934 3.76160
F -1.12954 -3.80077 2.88948
N -2.01732 0.52340 -0.71641
C -2.85158 1.04290 -1.31313
C -3.89527 1.67368 -2.04045
C -4.97683 0.90002 -2.47407
C -5.99092 1.51941 -3.17968
C -5.91942 2.88187 -3.44642
C -4.83766 3.64280 -3.01619
C -3.81372 3.04449 -2.30818
H -5.00801 -0.16205 -2.26778
H -6.83832 0.94320 -3.52536
H -6.71855 3.35824 -3.99950
H -4.79923 4.70158 -3.23433
H -2.96473 3.62070 -1.96301
```

The value obtained for the largest force on an atom is 0.73 eV/A. The LUMO energy is -7.08 eV. The value obtained for the highest occupied orbital energy is -13.74 eV. Its net charge is +2. The frontier orbital gap comes out at 6.7 eV.

Table of natural (NBO) atomic charges, one value per atom, all in e: Ti 1.728; C -0.235; N -0.572; C 0.043; C 0.054; C -0.158; C -0.211; C 0.019; N -0.625; C -0.093; C -0.169; C -0.224; C -0.189; C -0.186; C -0.194; H 0.229; H 0.222; H 0.251; H 0.257; H 0.247; H 0.260; H 0.192; H 0.220; H 0.234; H 0.236; H 0.222; O -0.724; C -0.060; C -0.428; C -0.463; C 0.369; C -0.275; C -0.037; C -0.494; C 0.256; N -0.525; H 0.527; H 0.218; H 0.190; H 0.241; H 0.238; H 0.238; H 0.259; H 0.235; H 0.236; H 0.248; H 0.437; F -0.499; B 1.499; F -0.517; F -0.486; F -0.458; N -0.518; C 0.544; C -0.185; C -0.150; C -0.196; C -0.129; C -0.190; C -0.163; H 0.239; H 0.247; H 0.245; H 0.243; H 0.226


No. 2
This record from the OMol25 dataset describes a 2-piece molecular cluster, C27H27BNO overall in a non-equilibrium geometry. The level of theory is wB97M-V/def2-TZVPD.

```
57
C27H27BNO (wB97M-V/def2-TZVPD)
C -9.15061 -0.36482 11.39533
C -9.71210 -0.95095 10.14381
N -8.94048 -1.05827 9.03705
B -7.44773 -0.48903 8.99853
H -6.87486 -0.60426 7.82234
C -9.43770 -1.65658 7.93167
C -8.56285 -1.86080 6.72927
C -10.75986 -2.08734 7.87462
C -11.57267 -1.95190 8.99724
C -11.03135 -1.39043 10.14099
H -9.92145 -0.41353 12.17093
H -8.28141 -0.91656 11.77463
H -8.87398 0.69192 11.29123
H -7.43775 0.69230 9.26674
H -6.74043 -1.08326 9.79109
H -9.10877 -2.39721 5.94211
H -8.27416 -0.89992 6.28749
H -7.66591 -2.44577 6.96211
H -11.10115 -2.52697 6.93325
H -12.60245 -2.28969 8.96736
H -11.60733 -1.27824 11.05514
C -3.41609 5.81841 6.01304
O -4.71821 5.21413 6.10660
C -4.78569 3.92698 6.53253
C -6.08297 3.36166 6.57493
C -6.20907 1.98517 6.60759
C -5.06097 1.15261 6.69292
C -5.15720 -0.29192 6.57876
C -4.22011 -1.24936 7.13370
C -4.42047 -2.50496 6.44846
C -3.50987 -3.53623 6.58257
C -2.42908 -3.36457 7.45804
C -2.23938 -2.16115 8.15366
C -3.15436 -1.10528 8.03190
C -5.46022 -2.32019 5.45175
C -5.86578 -0.93956 5.49167
C -6.69395 -0.41362 4.50355
C -7.28645 -1.30294 3.60679
C -6.93946 -2.67013 3.59560
C -5.94638 -3.15325 4.46009
C -3.79738 1.75980 6.83224
C -3.64475 3.13367 6.79056
H -3.62664 6.86347 5.77703
H -2.87186 5.75594 6.96541
H -2.80512 5.35609 5.22386
H -6.93978 4.03318 6.49333
H -7.20704 1.53772 6.61107
H -3.65424 -4.44799 5.99570
H -1.72793 -4.18669 7.61018
H -1.36153 -2.02279 8.78003
H -3.03536 -0.17533 8.58039
H -6.86231 0.66574 4.46784
H -8.01320 -0.93288 2.88707
H -7.44057 -3.35661 2.90037
H -5.57775 -4.18312 4.40311
H -2.90741 1.13979 6.92569
H -2.65275 3.58273 6.89118
```

The value obtained for the largest force on an atom is 1.91 eV/A. The LUMO energy is -5.15 eV. The value obtained for the highest occupied orbital energy is -11.42 eV. Its net charge is +1. The frontier orbital gap comes out at 6.3 eV.

Table of natural (NBO) atomic charges, one value per atom, all in e: C -0.662; C 0.303; N -0.408; B -0.179; H -0.053; C 0.282; C -0.653; C -0.244; C -0.116; C -0.251; H 0.227; H 0.254; H 0.253; H -0.026; H -0.019; H 0.226; H 0.239; H 0.243; H 0.232; H 0.235; H 0.237; C -0.264; O -0.464; C 0.391; C -0.249; C -0.125; C -0.220; C 0.350; C -0.076; C -0.037; C -0.184; C -0.130; C -0.219; C -0.133; C 0.073; C -0.159; C -0.131; C -0.224; C -0.144; C -0.210; C -0.046; C -0.339; H 0.220; H 0.187; H 0.192; H 0.248; H 0.239; H 0.229; H 0.235; H 0.236; H 0.234; H 0.238; H 0.235; H 0.237; H 0.229; H 0.219; H 0.241


No. 3
This record from the OMol25 dataset describes C27H27BaN6O2S as an isolated structure in a non-equilibrium geometry. The level of theory is wB97M-V/def2-TZVPD.

```
64
C27H27BaN6O2S (wB97M-V/def2-TZVPD)
Ba -0.68657 -0.43744 0.11138
C 1.09823 -3.79034 -1.06632
C 0.05003 -4.27994 -0.30162
C 0.07423 -4.13504 1.07738
C 1.14393 -3.50004 1.68938
C 2.18123 -2.99384 0.92278
C 2.15813 -3.13874 -0.45542
H 1.10013 -3.93774 -2.13862
H -0.77257 -4.79764 -0.77902
H -0.73067 -4.53974 1.67668
H 1.17673 -3.41324 2.76678
H 3.01693 -2.50074 1.39958
H 2.97853 -2.76384 -1.05272
O -0.32277 -0.82804 2.22288
N 0.26383 -0.28154 3.24378
C -0.09797 -0.63574 4.48128
C 0.43863 -0.04614 5.59848
C 1.38733 0.96266 5.43378
C 1.78023 1.29876 4.16328
C 1.21703 0.67156 3.04178
S 1.66753 1.06596 1.46048
H -0.85307 -1.40524 4.51318
H 0.11303 -0.35694 6.57708
H 1.79863 1.47566 6.28828
H 2.51653 2.06566 3.97818
C -5.03397 2.33446 3.20368
C -3.65407 2.17936 3.18788
C -3.03297 1.54656 2.13398
C -3.77277 1.02886 1.05838
C -5.17077 1.21586 1.07668
C -5.77847 1.85696 2.13308
N -3.11477 0.35766 0.07098
N -3.86707 -0.08434 -0.90982
C -3.34187 -0.83764 -1.87272
C -4.22187 -1.21154 -2.92502
C -3.76717 -1.98604 -3.95242
C -2.42737 -2.39304 -3.94462
C -1.63827 -2.00504 -2.88342
N -2.05067 -1.26544 -1.86582
H -5.51857 2.82896 4.03298
H -3.05587 2.55436 4.00648
H -1.95227 1.44626 2.11588
H -5.74367 0.84076 0.24298
H -6.85137 1.98396 2.12968
H -5.24187 -0.86724 -2.87722
H -4.42207 -2.28314 -4.75862
H -2.02667 -2.99204 -4.74542
H -0.59887 -2.30444 -2.84412
N 1.24993 0.60786 -1.84782
C 2.22373 1.17326 -2.08702
N 3.29853 1.80876 -2.44772
C 3.80183 2.97506 -1.74632
C 4.34663 3.96376 -2.78362
O 5.30873 3.36036 -3.61702
C 4.75433 2.27326 -4.31632
C 4.25963 1.19666 -3.34582
H 4.61313 2.67766 -1.06842
H 2.99703 3.42856 -1.16862
H 4.85383 4.79146 -2.28892
H 3.51783 4.35626 -3.39142
H 5.54693 1.88046 -4.95302
H 3.91603 2.61236 -4.94382
H 5.11423 0.81236 -2.77192
H 3.78343 0.37966 -3.88862
```

The value obtained for the largest force on an atom is 3.03 eV/A. The LUMO energy (spin up / spin down) is 0.29 / 0.01 eV. The value obtained for the highest occupied orbital energy (spin up / spin down) is -5.75 / -7.42 eV. As for the spin multiplicity: 2. The frontier orbital gap (spin up / spin down) comes out at 6.0 / 7.4 eV.

Table of Mulliken atomic charges, one value per atom, all in e: Ba 1.755; C -0.448; C -0.402; C -0.468; C -0.246; C -0.346; C -0.442; H 0.487; H 0.359; H 0.388; H 0.396; H 0.365; H 0.380; O -0.741; N 0.434; C -0.230; C -0.807; C -0.246; C -0.779; C 0.098; S -0.399; H 0.496; H 0.425; H 0.390; H 0.459; C -0.459; C -0.666; C -0.165; C 0.210; C -0.227; C -0.588; N -0.060; N -0.374; C -0.061; C -0.334; C -0.375; C -0.854; C -0.484; N 0.031; H 0.374; H 0.386; H 0.260; H 0.420; H 0.352; H 0.470; H 0.380; H 0.404; H 0.472; N -0.280; C 0.016; N 0.110; C -0.420; C -0.682; O -0.371; C -0.614; C -0.555; H 0.268; H 0.411; H 0.347; H 0.360; H 0.348; H 0.342; H 0.288; H 0.440


How do the records compare in energy above the lowest of the compared OMol25 structures with the same formula, charge and spin? In the order shown, they have 189.2, 0.0, 114.7 kJ/mol.